1.
{
  "formula": "C4H6ClPS",
  "method": "the ωB97M-V functional and the def2-TZVPD basis",
  "elements": ["C", "C", "P", "S", "Cl", "C", "C", "H", "H", "H", "H", "H", "H"],
  "positions_angstrom": [[0.2430, -0.2383, -2.6075], [0.1455, -0.5933, -1.3303], [-1.1826, -0.2082, -0.1638], [-2.7196, 1.0082, -0.9523], [-1.8711, -2.0875, 0.1032], [-0.5286, 0.4745, 1.3908], [-0.6865, -0.2899, 2.4754], [1.0097, -0.5087, -3.4095], [-0.6034, 0.4098, -2.9103], [1.0464, -1.1517, -1.1416], [0.0871, 1.4207, 1.5207], [-0.3704, 0.0170, 3.4423], [-1.3703, -1.1901, 2.5659]],
  "homo_lumo_gap_ev": 8.7,
  "total_energy_ha": -1355.70234,
  "largest_force_ev_per_a": 4.228,
  "smiles": "C=CP(=S)(Cl)C=C"
}



2.
{
  "formula": "C4H6CrO3",
  "method": "the ωB97M-V functional and the def2-TZVPD basis",
  "elements": ["C", "C", "O", "H", "H", "H", "O", "C", "O", "Cr", "C", "H", "H", "H"],
  "positions_angstrom": [[-2.0983, 2.2316, 0.5502], [-0.9797, 1.7428, 1.1136], [-3.1510, 2.7140, 1.0166], [-0.9533, 2.8912, 0.1900], [-0.9325, 1.5158, 2.1822], [-3.4059, 3.5880, 0.6576], [0.0023, 0.3683, 0.6510], [0.4171, -0.6310, 1.3003], [0.1520, -1.8127, 0.8506], [-0.2273, -2.0316, 3.1846], [-0.5556, -2.0152, -0.4262], [-1.4441, -1.3860, -0.5231], [0.1598, -1.7092, -1.1948], [-0.8602, -3.0613, -0.3585]],
  "homo_lumo_gap_ev": [7.5, 8.0],
  "multiplicity": 6,
  "total_energy_ha": -1424.55755,
  "s2": 9.03,
  "largest_force_ev_per_a": 4.049,
  "total_charge": 3
}



3.
{
  "formula": "C4H6CsLiO2",
  "method": "the ωB97M-V functional and the def2-TZVPD basis",
  "elements": ["O", "C", "C", "Li", "Cs", "H", "H", "C", "C", "O", "H", "H", "H", "H"],
  "positions_angstrom": [[0.7593, 1.9729, -0.4569], [2.0890, 2.0036, -0.6501], [2.9632, 1.8170, 0.4000], [0.1867, 0.8354, -3.1028], [0.4522, -0.6800, 0.8087], [2.6282, 1.8954, 1.4548], [4.0455, 1.7967, 0.2423], [1.0193, -1.8335, -3.0275], [1.9462, -2.4583, -2.2865], [1.2476, -0.7429, -3.8138], [-0.0127, -2.1695, -3.1329], [1.6756, -3.3832, -1.7755], [2.9897, -2.1343, -2.2758], [2.1924, -0.5478, -3.8622]],
  "homo_lumo_gap_ev": [3.3, 2.8],
  "total_energy_ha": -333.96525,
  "largest_force_ev_per_a": 1.963
}



4.
{
  "formula": "C4H6CuO2",
  "method": "the ωB97M-V functional and the def2-TZVPD basis",
  "elements": ["C", "O", "H", "H", "C", "C", "C", "O", "Cu", "H", "H", "H", "H"],
  "positions_angstrom": [[-1.2017, 0.4671, 0.2165], [-1.8429, 0.4507, 1.4466], [-1.8612, 0.3935, -0.6511], [-1.9984, -0.4427, 1.7749], [1.5073, -1.4365, -1.2593], [0.9134, -0.2492, -1.0978], [0.2255, 0.1643, 0.1505], [-0.2793, 1.5353, 0.2017], [-0.9530, 2.3223, 2.3925], [1.5379, -2.1720, -0.4515], [0.8071, 0.4257, -1.9528], [2.4385, -1.3240, -1.8581], [0.7066, -0.1344, 1.0879]],
  "homo_lumo_gap_ev": 7.5,
  "total_energy_ha": -1946.59458,
  "largest_force_ev_per_a": 2.772,
  "total_charge": 1
}



5.
{
  "formula": "C4H6F3N4O14Pt",
  "method": "the ωB97M-V functional and the def2-TZVPD basis",
  "elements": ["Pt", "N", "O", "O", "O", "N", "O", "O", "O", "N", "O", "O", "O", "N", "O", "O", "O", "C", "O", "O", "C", "F", "F", "F", "C", "C", "H", "H", "H", "H", "H", "H"],
  "positions_angstrom": [[-0.4413, -1.3205, -0.9520], [1.2934, -2.6133, 0.8446], [1.9935, -3.1125, 1.7378], [1.7843, -2.0887, -0.1857], [0.0333, -2.6067, 0.9074], [-3.8082, -1.3966, -0.1068], [-4.2363, -0.5814, 0.7433], [-2.5757, -1.3869, -0.3903], [-4.5571, -2.2211, -0.6755], [-0.3242, 0.2630, -4.1548], [-0.5063, 1.4907, -4.3120], [-0.2629, -0.2237, -2.9903], [-0.1741, -0.4654, -5.1610], [-1.2324, -3.8012, -2.9698], [-0.6268, -3.1841, -2.0490], [-2.2987, -4.4053, -2.7303], [-0.7468, -3.8425, -4.1199], [1.0961, 1.1181, 0.7536], [0.4553, 2.0205, 1.6994], [0.0873, 0.4309, 0.2238], [1.9693, 1.8487, -0.3083], [2.7250, 0.8701, -0.8476], [1.2251, 2.4163, -1.2395], [2.8821, 2.7578, 0.1195], [1.1715, 2.3717, 2.8589], [0.1760, 3.0023, 3.8319], [-0.3706, 3.7815, 3.3000], [-0.6068, 2.2784, 4.0819], [0.6178, 3.3448, 4.7681], [1.8182, 3.2359, 2.6449], [1.7430, 1.5249, 3.2449], [1.6970, 0.4942, 1.4332]],
  "homo_lumo_gap_ev": [6.2, 6.4],
  "multiplicity": 3,
  "total_energy_ha": -1846.73030,
  "s2": 2.00,
  "largest_force_ev_per_a": 2.532,
  "total_charge": -3
}



6.
{
  "formula": "C4H6F4N2",
  "method": "the ωB97M-V functional and the def2-TZVPD basis",
  "elements": ["C", "C", "C", "C", "N", "F", "F", "N", "F", "F", "H", "H", "H", "H", "H", "H"],
  "positions_angstrom": [[-1.2826, 0.9324, 0.2964], [-0.3451, 1.1022, -0.6841], [0.5983, 0.0285, -1.0572], [0.9577, -0.9289, 0.1810], [0.2842, -0.7698, -2.1966], [-0.9009, -1.4603, -1.8449], [-0.1636, 0.1381, -3.1627], [1.7408, 0.8058, -1.6250], [2.3410, 1.4700, -0.5612], [2.7202, -0.0588, -1.9903], [-2.0094, 1.6971, 0.5821], [-1.1071, 0.1452, 1.0733], [-0.1193, 2.0303, -1.2016], [1.6453, -0.5005, 0.8553], [0.0713, -1.0661, 0.7091], [1.4337, -1.7550, -0.4419]],
  "homo_lumo_gap_ev": 11.2,
  "total_energy_ha": -664.66902,
  "largest_force_ev_per_a": 4.856,
  "smiles": "C=CC(C)(N(F)F)N(F)F"
}



7.
{
  "formula": "C4H6FIrO4",
  "method": "the ωB97M-V functional and the def2-TZVPD basis",
  "elements": ["O", "C", "C", "O", "C", "O", "O", "C", "H", "F", "H", "H", "H", "H", "H", "Ir"],
  "positions_angstrom": [[0.7156, -1.1634, -1.5071], [1.2389, -1.5543, -0.4904], [0.5761, -1.5119, 0.8634], [-0.8264, -1.7106, 0.8115], [-1.6460, -0.6959, 0.7571], [-2.6736, -0.8965, 1.5109], [-1.4814, 0.3215, 0.0834], [-3.6062, 0.1816, 1.6946], [0.8360, -0.5604, 1.3543], [-1.6250, 0.9104, -3.0191], [2.2985, -1.8767, -0.4680], [0.9717, -2.3263, 1.4821], [-4.3035, -0.1682, 2.4580], [-3.0758, 1.0789, 2.0306], [-4.1269, 0.3754, 0.7505], [-0.8456, 1.0030, -1.4832]],
  "homo_lumo_gap_ev": [10.1, 6.8],
  "multiplicity": 5,
  "total_energy_ha": -660.23739,
  "s2": 6.01,
  "largest_force_ev_per_a": 5.620,
  "total_charge": 2
}



8.
{
  "formula": "C4H6FN",
  "method": "the ωB97M-V functional and the def2-TZVPD basis",
  "elements": ["C", "C", "C", "C", "N", "F", "H", "H", "H", "H", "H", "H"],
  "positions_angstrom": [[0.5597, 0.1194, 0.9940], [-0.3411, 1.2621, 1.0562], [-0.6898, 1.3134, -0.4355], [0.6556, -1.5894, -0.6560], [0.7903, -1.0051, 0.6689], [-1.9577, 0.7504, -0.6077], [-1.2611, 0.9966, 1.5386], [0.0321, 2.1602, 1.4879], [0.0936, 1.1074, -1.1491], [0.6936, -2.6299, -0.3921], [1.6241, -1.1214, -1.2008], [-0.1992, -1.3637, -1.3045]],
  "homo_lumo_gap_ev": [8.4, 7.1],
  "total_energy_ha": -310.44210,
  "largest_force_ev_per_a": 2.938
}



9.
{
  "formula": "C4H6FN2",
  "method": "the ωB97M-V functional and the def2-TZVPD basis",
  "elements": ["C", "C", "C", "C", "N", "N", "F", "H", "H", "H", "H", "H", "H"],
  "positions_angstrom": [[2.2414, 0.6086, -1.2417], [-1.4879, 1.2360, -0.0567], [-1.4413, -1.1718, 0.2316], [0.6847, 0.1363, 0.4571], [1.4625, 0.3509, -0.4935], [-0.8684, 0.1417, 0.1564], [-0.6553, 2.5068, 0.2310], [-1.4173, -1.5963, -0.7171], [-2.4558, -1.1059, 0.6153], [-0.7985, -1.7801, 0.9403], [0.7413, 0.8679, 1.2322], [0.8734, -0.9783, 0.5411], [3.1211, 0.7842, -1.8960]],
  "homo_lumo_gap_ev": [7.9, 7.9],
  "total_energy_ha": -364.90657,
  "largest_force_ev_per_a": 9.627,
  "total_charge": 1
}



10.
{
  "formula": "C4H6FN3",
  "method": "the ωB97M-V functional and the def2-TZVPD basis",
  "elements": ["F", "C", "N", "N", "H", "C", "C", "C", "N", "H", "H", "H", "H", "H"],
  "positions_angstrom": [[3.8156, -0.7128, 0.3775], [2.6295, -0.0579, 0.2647], [1.5096, -0.8474, 0.1987], [1.7427, -0.3324, -0.9121], [2.6091, 0.8555, 0.7391], [-1.9380, 0.3377, -0.8371], [-1.2930, -0.4331, 0.2716], [-0.3864, 0.4474, 0.9569], [0.2656, 1.1500, 1.5255], [-2.4730, -0.4432, -1.5245], [-1.1373, 0.8012, -1.4839], [-2.6237, 1.1927, -0.5086], [-0.7169, -1.2522, -0.0667], [-2.0037, -0.7055, 0.9991]],
  "homo_lumo_gap_ev": 10.7,
  "total_energy_ha": -420.03333,
  "largest_force_ev_per_a": 4.846,
  "smiles": "FC1N=N1.CCC#N"
}



11.
{
  "formula": "C4H6FN3",
  "method": "the ωB97M-V functional and the def2-TZVPD basis",
  "elements": ["N", "C", "C", "C", "C", "F", "N", "N", "H", "H", "H", "H", "H", "H"],
  "positions_angstrom": [[-2.3308, 0.4132, 1.8439], [-2.1178, 0.2391, 0.3802], [-0.6859, 0.0530, -0.0625], [0.3215, 0.9424, -0.3184], [1.4290, 0.0942, -0.6271], [2.7123, 0.4908, -0.8883], [1.1464, -1.1769, -0.5723], [-0.1087, -1.1934, -0.1486], [-1.6898, 1.1941, 2.0628], [-1.8553, -0.3819, 2.2922], [-2.5065, 1.1700, -0.1188], [-2.7466, -0.5959, 0.0319], [0.2860, 2.0311, -0.2868], [-0.5263, -2.1071, -0.0806]],
  "homo_lumo_gap_ev": 10.4,
  "total_energy_ha": -420.12926,
  "largest_force_ev_per_a": 1.596,
  "smiles": "NCc1cc(F)n[nH]1"
}



12.
{
  "formula": "C4H6FNO",
  "method": "the ωB97M-V functional and the def2-TZVPD basis",
  "elements": ["C", "C", "C", "C", "N", "O", "F", "H", "H", "H", "H", "H", "H"],
  "positions_angstrom": [[0.6106, -0.3997, -3.2938], [0.0140, -0.5516, -2.1403], [0.5906, 0.5537, -0.0875], [-0.3466, 0.4304, 2.1892], [-0.3468, 0.1683, 0.7185], [1.5144, 1.3057, -0.2242], [-1.0848, -1.3450, -1.8479], [0.2366, -0.8906, -4.1239], [1.3538, 0.3001, -3.2273], [-0.7841, 1.4827, 2.2024], [-0.9142, -0.3742, 2.8192], [0.6189, 0.3519, 2.7581], [-0.8213, -0.6927, 0.6487]],
  "homo_lumo_gap_ev": 9.0,
  "total_energy_ha": -385.72084,
  "largest_force_ev_per_a": 5.257
}



13.
{
  "formula": "C4H6FNO",
  "method": "the ωB97M-V functional and the def2-TZVPD basis",
  "elements": ["O", "C", "N", "C", "C", "C", "F", "H", "H", "H", "H", "H", "H"],
  "positions_angstrom": [[2.3106, -0.1245, -0.8686], [1.6416, -0.5951, 0.0377], [0.8032, 0.2853, 0.7310], [0.2289, 1.2819, -0.3189], [-0.6675, 0.3805, 0.4680], [-1.2830, -0.7662, -0.0492], [-2.3796, 0.0156, -0.6751], [1.9778, -1.5725, 0.8157], [0.4883, 0.8729, -1.3226], [0.4731, 2.3359, 0.0784], [-1.2854, 0.7152, 1.2725], [-0.7378, -1.3392, -0.9240], [-1.5703, -1.4896, 0.7551]],
  "homo_lumo_gap_ev": 11.0,
  "total_energy_ha": -385.75000,
  "largest_force_ev_per_a": 4.463,
  "smiles": "O=CN1C[C@H]1CF"
}



14.
{
  "formula": "C4H6FNO",
  "method": "the ωB97M-V functional and the def2-TZVPD basis",
  "elements": ["C", "C", "C", "C", "N", "O", "F", "H", "H", "H", "H", "H", "H"],
  "positions_angstrom": [[0.0492, -1.4796, -0.3137], [1.1293, 0.8312, -1.2665], [-0.8336, -0.0678, 1.6692], [0.0157, 0.1608, -0.4230], [-0.0020, -2.5920, -0.5172], [0.0139, 0.6684, 0.7912], [-1.1860, 0.3491, -1.0840], [1.2317, 0.3102, -2.1853], [2.1207, 0.9199, -0.7064], [0.5846, 1.7823, -1.4761], [-0.1912, -0.6727, 2.1840], [-1.4867, -0.6846, 1.0439], [-1.4455, 0.4747, 2.2840]],
  "homo_lumo_gap_ev": [6.6, 7.5],
  "multiplicity": 3,
  "total_energy_ha": -385.56758,
  "s2": 2.00,
  "largest_force_ev_per_a": 19.250
}



15.
{
  "formula": "C4H6FO4Sn",
  "method": "the ωB97M-V functional and the def2-TZVPD basis",
  "elements": ["C", "O", "Sn", "H", "H", "H", "C", "O", "C", "C", "O", "O", "F", "H", "H", "H"],
  "positions_angstrom": [[0.5840, -1.5269, -1.6902], [0.2714, -0.1859, -1.8718], [0.9853, 1.3162, -2.6558], [0.3819, -1.8388, -0.6480], [-0.0203, -2.1803, -2.3475], [1.6500, -1.7209, -1.9124], [0.0126, 1.2507, -0.1934], [-1.2289, 0.8074, 0.1273], [-1.1972, 0.1260, 1.3494], [0.1381, 0.5518, 1.9519], [0.8478, 1.0734, 0.8294], [0.1796, 2.1353, -1.0380], [-1.2234, -1.2217, 1.0991], [-2.0877, 0.3755, 1.9345], [0.0165, 1.3384, 2.7055], [0.6903, -0.3001, 2.3599]],
  "homo_lumo_gap_ev": [5.2, 9.1],
  "multiplicity": 2,
  "total_energy_ha": -771.05305,
  "s2": 0.75,
  "largest_force_ev_per_a": 7.860
}



16.
{
  "formula": "C4H6GaO7",
  "method": "the ωB97M-V functional and the def2-TZVPD basis",
  "elements": ["O", "C", "O", "O", "O", "C", "O", "O", "C", "C", "Ga", "H", "H", "H", "H", "H", "O", "H"],
  "positions_angstrom": [[-0.0244, -3.7459, -1.6311], [-0.2269, -2.5177, -1.8769], [-0.6446, -2.1752, -3.0258], [-0.0189, -1.6504, -0.9208], [0.6108, 0.5076, 0.8588], [0.6424, 1.4135, 1.9250], [-0.3640, 1.4940, 2.6627], [1.8407, 1.1634, 2.5952], [-0.6387, 0.3641, 0.2218], [-0.4507, -0.2925, -1.1178], [-0.5565, -3.8093, -3.2424], [1.8414, 1.6684, 3.4155], [-1.1034, 1.3479, 0.0545], [-1.3198, -0.2338, 0.8467], [0.3062, 0.2328, -1.7140], [-1.4024, -0.2918, -1.6619], [0.9131, 2.9262, 1.0009], [0.5956, 3.5987, 1.6097]],
  "homo_lumo_gap_ev": [7.5, 6.5],
  "total_energy_ha": -2607.01472,
  "largest_force_ev_per_a": 14.185,
  "total_charge": 1
}



17.
{
  "formula": "C4H6HgO3",
  "method": "the ωB97M-V functional and the def2-TZVPD basis",
  "elements": ["C", "O", "Hg", "O", "C", "H", "H", "H", "O", "C", "C", "H", "H", "H"],
  "positions_angstrom": [[-0.4953, 1.3470, 0.6036], [-1.3462, 1.6057, -0.2882], [-0.1888, 0.9547, -2.0881], [0.7516, 1.7161, 0.0124], [1.7643, 2.2311, 0.8465], [2.3675, 2.9340, 0.2566], [1.2950, 2.7835, 1.6735], [2.3919, 1.4086, 1.2144], [-0.2484, -0.9968, -0.2358], [-0.9176, -2.0306, 0.0852], [-1.3569, -2.9831, -0.8352], [-1.1542, -2.1714, 1.1515], [-1.6560, -3.9730, -0.4918], [-1.2068, -2.8259, -1.9045]],
  "homo_lumo_gap_ev": [8.6, 5.8],
  "multiplicity": 3,
  "total_energy_ha": -534.95596,
  "s2": 2.04,
  "largest_force_ev_per_a": 3.145
}